[1]
A structure of composition C7H12ClI2NOPPdS, computed with ωB97M-V with the def2-TZVPD basis set.

Last column: Löwdin charge in e.
Atoms and positions in Å:
I 1.1570 -3.3427 -2.6241  0.775
I -1.6514 -4.0256 0.1422  0.736
Pd 0.2968 0.5702 0.4311  0.524
P -1.3611 0.4651 -0.9967  0.706
C -1.6931 -1.0518 -1.9420  -0.286
C -3.0054 1.0109 -0.4240  -0.189
H -0.7141 2.6050 -1.8763  0.052
H -1.7982 1.6970 -3.0115  0.085
H -0.0666 1.2270 -2.8447  0.063
C -0.9376 1.6376 -2.3349  -0.206
H -2.8965 1.9676 0.0979  0.063
H -3.6568 1.1298 -1.3102  0.094
H -2.5243 -0.8437 -2.6569  0.105
H -2.0022 -1.8641 -1.2486  -0.085
H -3.3984 0.2431 0.2400  0.063
H -0.7881 -1.3799 -2.4543  -0.062
C 1.0055 -1.3662 0.1249  -0.174
O 1.3911 -2.3648 0.4799  0.022
Cl 0.1707 2.8253 1.1700  0.391
S 3.4601 -1.0364 3.5148  1.197
C 3.7994 0.5655 3.0196  -0.286
C 2.7823 1.0235 2.1737  -0.202
N 1.8225 0.0539 1.9450  -0.195
C 2.0487 -1.0782 2.6256  -0.481
H 4.6272 1.1884 3.3347  0.105
H 2.6036 2.0270 1.7042  0.084
H 1.3288 -1.8838 2.7207  0.098

Results
Total charge ... +3
LUMO level (alpha / beta) ... -12.244 / -14.718 eV
<S²> ... 6.017
ΔE to the lowest compared entry with this formula, charge and spin ... 0.0 kJ/mol
HOMO (alpha / beta) ... -18.95 / -18.87 eV
Multiplicity ... 5



[2]
The ion C7H12ClN2 with charge +1, computed with ωB97M-V with the def2-TZVPD basis set.

Last column: Löwdin charge in e.
Atoms and positions in Å:
C 1.8825 -0.4246 1.0294  0.054
C 0.9313 0.3276 0.3045  -0.301
C 1.1828 -2.5629 2.0477  -0.537
C 1.2152 1.7687 0.1490  -0.022
C -1.9121 1.2241 -0.2402  -0.033
C -1.9335 -0.9459 -1.6254  -0.021
C -1.1067 0.2027 -1.0167  -0.419
N -0.0636 -0.3043 -0.2116  0.179
N 2.0442 -1.7348 1.4805  -0.014
Cl 1.4713 -4.0869 2.3445  0.891
H 2.6404 0.2674 1.3752  0.139
H 0.8715 2.3866 0.9135  0.086
H 2.2214 2.0762 -0.0246  0.094
H 0.7229 2.2579 -0.6481  0.077
H -2.4996 1.8216 -0.9214  0.096
H -1.2811 1.9731 0.0872  0.033
H -2.5834 0.6965 0.4712  0.115
H -1.6646 -1.8770 -1.1338  0.079
H -1.5924 -1.1342 -2.5803  0.056
H -2.9494 -0.9017 -1.4421  0.059
H -0.7112 0.8625 -1.8592  0.176
H 3.1141 -1.8927 1.5007  0.212

Results
Total charge ... +1
LUMO level (alpha / beta) ... -6.249 / -7.037 eV
ΔE to the lowest compared entry with this formula, charge and spin ... 519.7 kJ/mol
HOMO (alpha / beta) ... -13.65 / -12.67 eV
Multiplicity ... 1



[3]
A structure of composition C7H12ClOP, computed with ωB97M-V with the def2-TZVPD basis set.

Last column: Löwdin charge in e.
Atoms and positions in Å:
C 1.0789 -0.1778 -0.3355  0.020
C 2.1449 -0.8504 -0.5108  -0.707
C 0.3629 2.0052 0.5735  -0.035
C -1.1313 0.0150 0.6454  -0.102
C -0.7500 1.2308 -1.5107  -0.053
C 1.7411 -3.1194 -0.0473  -0.076
C -0.1087 0.7285 -0.1959  -0.627
O 2.5740 -2.1035 -0.4799  -0.140
P 3.3607 0.5052 -0.9066  0.586
Cl 4.0818 0.8749 0.9459  0.094
H 1.3928 1.9851 0.5400  -0.013
H -0.1564 2.8683 0.0287  0.103
H -0.0642 1.7957 1.6248  0.105
H -1.9622 0.6673 1.0330  0.099
H -0.6932 -0.2596 1.6341  0.089
H -1.5636 -0.9235 0.1794  0.106
H -1.8068 1.4263 -1.2819  0.084
H -0.5522 0.3813 -2.1997  0.088
H -0.2434 2.1969 -1.8729  0.103
H 1.2598 -2.8943 0.8885  0.093
H 2.3977 -3.9551 0.1398  0.093
H 1.1056 -3.2798 -0.8873  0.091

Results
LUMO level (alpha / beta) ... -0.154 / -0.157 eV
ΔE to the lowest compared entry with this formula, charge and spin ... 307.7 kJ/mol
HOMO (alpha / beta) ... -7.80 / -7.80 eV
Multiplicity ... 1



[4]
A structure of composition C7H12CoO4, computed with ωB97M-V with the def2-TZVPD basis set.

Last column: Löwdin charge in e.
Atoms and positions in Å:
C -1.0706 -1.5722 -0.2032  -0.153
C -0.5658 -2.9771 0.0525  -0.252
O -0.0138 -3.5261 -1.1646  -0.261
Co 0.4417 -1.9794 -2.4434  0.538
H -1.7217 -1.0953 -0.9518  0.093
H 0.3002 -4.4270 -1.0486  0.100
H -1.8643 -1.4660 0.5576  0.101
H -1.3731 -3.6460 0.3827  0.113
H 0.2177 -3.0001 0.8258  0.125
O -0.9341 5.2793 1.2096  -0.065
C -0.0928 4.3629 1.2881  -0.823
O 0.8955 4.2733 2.0394  -0.059
O -0.3384 3.3161 0.4138  -0.054
C 0.2721 2.0624 0.6716  -0.228
C -0.2987 1.0382 -0.2951  -0.187
C 0.2720 -0.3608 -0.0925  -0.376
C 1.3960 -0.7172 -0.9962  -0.275
H 0.0748 1.7536 1.7107  0.126
H 1.3629 2.1455 0.5538  0.125
H -0.1141 1.3638 -1.3316  0.118
H -1.3940 1.0159 -0.1747  0.112
H 0.5394 -0.5164 0.9677  0.114
H 2.0738 -1.4727 -0.5600  0.028
H 1.9351 0.1454 -1.4117  0.040

Results
Total charge ... -1
LUMO level (alpha / beta) ... 2.029 / 1.770 eV
<S²> ... 6.005
HOMO (alpha / beta) ... -3.34 / -3.90 eV
Multiplicity ... 5



[5]
A structure of composition C7H12CuLiO4, computed with ωB97M-V with the def2-TZVPD basis set.

Last column: Löwdin charge in e.
Atoms and positions in Å:
C -1.7223 -2.0642 -1.0963  -0.225
C -0.4712 -2.7273 -1.6817  -0.468
O 0.4891 -1.7998 -2.0967  -0.465
Li 1.4799 -2.0701 -3.5852  0.791
H -2.5580 -2.7907 -1.0813  0.110
H 0.3121 0.0662 -1.0009  0.131
H -2.0124 -1.2461 -1.7825  0.107
H -0.8241 -3.3758 -2.5130  0.079
H -0.1077 -3.4782 -0.9410  0.092
C -1.5348 -1.4811 0.2887  -0.204
C -0.6988 -2.0581 1.2208  -0.020
H -2.4052 -0.9324 0.6771  0.092
H -0.7952 -1.7369 2.2648  0.042
H 0.3455 -2.2482 0.9272  0.062
O 2.0631 4.7745 1.0938  -0.118
C 1.6775 3.6271 1.4347  -0.835
O 1.9597 3.1136 2.5477  -0.113
O 0.8678 2.9961 0.5775  -0.026
C 0.5982 1.6079 0.7979  -0.259
C -0.1774 1.0576 -0.3793  -0.114
Cu 3.1713 5.1851 3.1746  -0.022
H 0.0223 1.5071 1.7295  0.115
H 1.5499 1.0742 0.9350  0.118
H 0.0123 1.6849 -1.2643  0.056
H -1.2417 1.3145 -0.2472  0.073

Results
Total charge ... -1
LUMO level (alpha / beta) ... 0.429 / 0.429 eV
<S²> ... 0.752
ΔE to the lowest compared entry with this formula, charge and spin ... 153.6 kJ/mol
HOMO (alpha / beta) ... -1.37 / -3.94 eV
Multiplicity ... 2



[6]
A structure of composition C7H12F13FeN6O25S7, computed with ωB97M-V with the def2-TZVPD basis set.

Last column: Löwdin charge in e.
Atoms and positions in Å:
Fe -0.0004 0.9449 0.5464  1.027
C 3.7966 -0.9321 2.1400  -0.577
F 3.0259 -1.2014 3.1802  0.131
F 4.2635 0.3465 2.2480  0.092
F 4.7751 -1.9002 2.0317  0.104
S 2.8149 -0.9398 0.5133  0.576
O 2.4163 -2.3132 0.3092  -0.267
O 1.6075 -0.0900 0.6125  -0.377
O 3.7730 -0.5680 -0.5316  -0.251
C 1.1677 3.3429 -3.1252  -0.615
F 1.0364 4.0813 -1.9965  0.070
F 0.0358 3.5300 -3.8419  0.092
F 2.1859 3.7647 -3.7645  0.195
S 1.2527 1.3246 -2.6958  0.656
O 0.7508 0.6978 -3.9303  -0.290
O 2.6887 0.9271 -2.6214  -0.304
O 0.4675 1.0869 -1.4326  -0.388
C 0.4474 -3.7894 -3.3358  -0.660
F 0.9824 -4.3684 -2.2273  0.091
F 0.0604 -4.6816 -4.2964  0.080
F -0.6021 -3.1600 -3.0310  0.155
S 1.8442 -2.5510 -3.9573  0.533
O 2.2810 -1.7017 -2.8393  -0.343
O 2.8495 -3.4527 -4.5114  -0.370
O 1.1907 -1.5694 -4.8774  -0.383
N 0.7132 2.6742 0.9582  -0.319
S 0.2281 3.8928 1.8180  0.475
O -0.2034 5.0633 1.1204  -0.233
O 0.6753 3.9194 3.2586  -0.274
F -1.0974 3.1247 2.1604  -0.195
S 2.2733 3.4596 0.9203  0.617
O 3.1826 3.2613 1.9970  -0.226
O 2.3897 4.6401 0.1065  -0.223
F 2.8135 2.2851 -0.1527  -0.203
N -1.2535 -0.4238 0.7116  -0.316
S -1.3944 -2.0319 0.0075  0.640
O -2.4679 -2.3464 -0.9313  -0.232
O -0.7354 -3.1275 0.8105  -0.260
F -0.2087 -1.6960 -0.9748  -0.158
S -2.6900 -0.7021 1.2998  0.470
O -2.9568 -1.7734 2.2277  -0.234
O -3.7575 -0.0475 0.5570  -0.255
F -2.4767 0.4110 2.4472  -0.220
C -3.5336 -1.4872 -4.2203  0.032
N -2.2400 -0.8300 -4.0045  -0.401
O -2.0494 -0.2244 -2.9432  0.017
O -1.3920 -0.8550 -4.8958  0.067
H -3.6620 -1.6658 -5.2879  0.093
H -4.3495 -0.9565 -3.7296  0.094
H -3.3967 -2.4019 -3.6435  0.091
C -0.8178 -4.7292 3.7447  0.045
N -0.1019 -3.5111 4.2234  -0.393
O 0.8513 -3.6004 4.9289  0.065
O -0.5582 -2.3406 3.9901  0.019
H -1.2975 -5.3790 4.4767  0.094
H -0.1162 -5.3313 3.1674  0.105
H -1.5993 -4.3366 3.0941  0.082
C 1.2918 0.9282 4.8349  0.051
N 0.0869 0.8367 3.9917  -0.356
O 0.2631 0.5696 2.8281  -0.021
O -1.0317 1.0381 4.4829  0.088
H 1.1967 1.4241 5.8009  0.102
H 2.1460 1.2777 4.2551  0.101
H 1.5704 -0.0543 5.2160  0.099
C -3.0356 4.0776 -0.8715  0.082
N -2.4485 2.7459 -1.2166  -0.361
O -1.9300 2.0717 -0.3453  -0.027
O -2.5053 2.3538 -2.3783  0.108
H -3.3027 4.5945 -1.7932  0.099
H -2.2847 4.6368 -0.3132  0.084
H -3.8989 3.7379 -0.2993  0.109

Results
Total charge ... -2
LUMO level (alpha / beta) ... 2.326 / 1.053 eV
<S²> ... 8.764
HOMO (alpha / beta) ... -2.27 / -2.26 eV
Multiplicity ... 6



Values for E, a.u., ordered as above
-2325.6659 -843.1598 -1150.5657 -1957.5291 -2222.8150 -7832.1578